(1)
# C5H7N

An isolated molecule of C5H7N (ωB97M-V/def2-TZVPD, the OMol25 dataset).

Structure (XYZ):
```
13
Properties=species:S:1:pos:R:3
N 2.65298 -0.61778 1.66555
C 2.04842 -0.24077 0.75448
C 1.22985 0.21597 -0.37702
C -0.17357 0.58046 0.07498
C -1.07150 -0.49912 0.60022
C -1.36353 0.13843 -0.72830
H 1.19989 -0.59019 -1.11970
H 1.72568 1.06904 -0.85315
H -0.24479 1.54892 0.56393
H -1.70833 -0.26345 1.44706
H -0.68269 -1.51474 0.60405
H -1.18355 -0.45356 -1.62238
H -2.20932 0.81511 -0.80577
```

As for the structure (SMILES): N#CCC1CC1. As for the energy above the lowest of the compared OMol25 structures with the same formula, charge and spin: 24.3 kcal per mole. The value obtained for the frontier orbital gap is 12.00 eV.



(2)
# CHN4O3

A cluster of 2 separate species, CHN4O3 in total (ωB97M-V/def2-TZVPD, the OMol25 dataset).

Structure (XYZ):
```
9
Properties=species:S:1:pos:R:3
C 2.50276 0.68078 -0.24268
N 3.05994 1.13977 -1.18077
N -0.17400 0.42240 0.10155
N 1.93680 0.56619 0.93917
N -1.07201 1.35880 0.10135
O 2.14462 -0.34371 1.74858
O -0.71191 2.54618 -0.05702
O -2.28077 0.99726 0.17805
H -0.43317 -0.56329 -0.04318
```

As for the energy above the lowest of the compared OMol25 structures with the same formula, charge and spin: 44.2 kcal per mole. The value obtained for the frontier orbital gap is 7.43 eV. The net charge is -1.



(3)
# C25H37N4O4

A cluster of 4 separate species, C25H37N4O4 in total (ωB97M-V/def2-TZVPD, the OMol25 dataset).

Structure (XYZ):
```
70
Properties=species:S:1:pos:R:3
C -0.26821 1.31952 2.04097
C 0.67543 0.85489 1.12315
C 0.57198 -0.56797 0.63258
O -0.53294 -1.08091 0.58204
O 1.65215 -1.32825 0.28532
C 2.47681 -0.62981 -0.64443
C 2.07047 -0.87629 -2.11294
C 2.69903 0.18029 -3.04946
C 1.82593 1.44971 -3.21368
C 0.30984 1.19838 -3.40610
C -0.43075 2.58498 -3.50029
C -0.79660 3.03785 -2.07292
C 0.11833 3.64770 -1.20306
N -0.25723 4.02874 0.03596
C -1.51927 3.85528 0.46314
C -2.49795 3.26445 -0.33009
C -3.94015 3.07341 0.13544
C -4.08977 1.68315 0.84664
C -5.12813 0.78616 0.14615
O -4.83502 0.71248 -1.27223
C -5.33837 -0.48669 -1.75591
C -4.43046 -1.43238 -2.55731
O -6.48970 -0.78135 -1.58287
C -2.12443 2.82840 -1.62522
H 0.00871 1.31392 3.10363
H -1.25082 1.62144 1.65492
H 1.51815 1.45930 0.74160
H 3.49221 -1.04525 -0.51465
H 2.55040 0.45575 -0.45500
H 0.97919 -0.99353 -2.19025
H 2.49073 -1.85956 -2.39830
H 3.00432 -0.28997 -3.99954
H 3.65216 0.51517 -2.58811
H 2.16533 1.99685 -4.11721
H 1.95480 2.14925 -2.37146
H 0.07397 0.53561 -4.25062
H -0.06103 0.75391 -2.46246
H 0.17290 3.37078 -3.97979
H -1.37222 2.43783 -4.05316
H 1.14914 3.82722 -1.50833
H 0.42204 4.44525 0.67398
H -1.75551 4.19339 1.47705
H -4.19513 3.91974 0.79574
H -4.57338 3.11869 -0.76679
H -3.11916 1.16390 0.82286
H -4.45109 1.85264 1.87519
H -5.04255 -0.22874 0.56848
H -6.15622 1.15198 0.31060
H -4.31518 -1.09428 -3.59911
H -3.44748 -1.55094 -2.07320
H -4.95210 -2.40051 -2.55445
H -2.86178 2.33674 -2.26749
C 1.94097 3.54719 5.12676
C 1.41765 4.07040 3.86086
N 1.01256 4.49132 2.87047
H 2.99107 3.81482 5.23012
H 1.38150 3.96951 5.95971
H 1.84581 2.46254 5.14605
C 3.72101 -5.38490 1.19216
C 3.21465 -4.03309 0.92015
N 2.80998 -2.97537 0.70669
H 3.97983 -5.87066 0.25260
H 4.60709 -5.33839 1.82304
H 2.95621 -5.97282 1.69689
C 3.29087 -9.12447 3.58692
C 4.55741 -8.38532 3.50977
N 5.55576 -7.81668 3.45927
H 3.41537 -10.11623 3.15583
H 2.98443 -9.22410 4.62667
H 2.51647 -8.59214 3.03705
```

As for the energy above the lowest of the compared OMol25 structures with the same formula, charge and spin: 0.0 kcal per mole. The value obtained for the frontier orbital gap is 6.89 eV. The net charge is +1.



(4)
# C5H11N

A structure of composition C5H11N (ωB97M-V/def2-TZVPD, the OMol25 dataset).

Structure (XYZ):
```
17
Properties=species:S:1:pos:R:3
C 1.95422 -0.25675 -0.45681
N 0.77970 0.33756 0.14173
C 0.64499 0.89050 1.39028
C -0.51191 -0.00016 -0.04967
C -1.59909 1.02321 -0.23686
C -0.87249 -1.42083 -0.40482
H 2.10762 -1.28759 -0.10844
H 1.86658 -0.25820 -1.54766
H 2.82448 0.33587 -0.15977
H 1.09291 1.86357 1.59736
H 0.29953 0.28333 2.21917
H -2.36609 0.94246 0.54308
H -2.10991 0.88016 -1.20490
H -1.18215 2.03161 -0.18517
H -1.79925 -1.73273 0.09161
H -1.04688 -1.50079 -1.48911
H -0.08224 -2.13124 -0.13999
```

As for the energy above the lowest of the compared OMol25 structures with the same formula, charge and spin: 75.8 kcal per mole. The value obtained for the frontier orbital gap is 8.01 eV.



(5)
# C5H15N3P2

An isolated molecule of C5H15N3P2 (ωB97M-V/def2-TZVPD, the OMol25 dataset).

Structure (XYZ):
```
25
Properties=species:S:1:pos:R:3
C -0.82216 -2.04666 -1.57463
C -2.12397 -0.52700 1.21396
C 2.28305 1.42575 -1.00027
C 1.69858 -1.08903 1.64187
C -1.07955 2.50539 -0.20791
N -0.32853 -1.47925 -0.06323
N -1.02248 -0.27303 0.27891
N 1.09450 0.58911 -0.53042
P 1.45246 -1.13204 -0.23239
P -0.11305 1.11262 0.69928
H -1.89411 -2.31580 -1.52625
H -0.65432 -1.31722 -2.40875
H -0.31260 -2.92179 -1.97267
H -2.85518 0.19274 1.14310
H -2.44726 -1.57755 1.07403
H -1.83354 -0.46011 2.24186
H 2.91386 1.71415 -0.14514
H 2.69062 0.62328 -1.64691
H 1.98004 2.20555 -1.62515
H 1.83322 -0.12359 2.13793
H 2.51726 -1.79731 1.85049
H 0.77918 -1.59282 1.85817
H -0.36066 3.25211 -0.66858
H -1.72772 3.04365 0.47482
H -1.66760 1.98887 -1.01215
```

As for the energy above the lowest of the compared OMol25 structures with the same formula, charge and spin: 41.1 kcal per mole. The value obtained for the frontier orbital gap (alpha / beta) is 3.85 / 5.66 eV. As for the expectation value of S²: 2.011. As for the spin multiplicity: 3.



(6)
# C2H2F5N

A cluster of 2 separate species, C2H2F5N in total (ωB97M-V/def2-TZVPD, the OMol25 dataset).

Structure (XYZ):
```
10
Properties=species:S:1:pos:R:3
C -2.61053 -0.01545 -0.07660
C 2.25736 0.11860 -0.04303
N -1.38926 -0.18080 -0.44224
F -3.07171 -0.53147 1.08684
F 2.45575 -0.84091 -0.85843
F 1.83088 1.14617 -0.71103
F 3.43523 0.45008 0.49478
F 1.33936 -0.15480 0.82610
H -3.33500 0.68602 -0.56925
H -0.91207 -0.67741 0.29287
```

As for the structure (SMILES): FC(F)(F)F.[H]/N=C\F. As for the energy above the lowest of the compared OMol25 structures with the same formula, charge and spin: 8.6 kcal per mole. The value obtained for the frontier orbital gap is 12.45 eV.



(7)
# C22H38O3P2SZr

A structure of composition C22H38O3P2SZr (ωB97M-V/def2-TZVPD, the OMol25 dataset).

Structure (XYZ):
```
67
Properties=species:S:1:pos:R:3
P 3.51992 -1.24120 -3.47557
P -0.14926 -2.31908 -3.98406
C 2.67467 -2.37908 -4.71625
C 1.25191 -1.88868 -5.10697
H 2.65424 -3.42771 -4.35945
H 3.34458 -2.36190 -5.59408
H 1.22751 -0.78436 -5.14467
H 1.01311 -2.25489 -6.12206
C -0.12916 -4.16410 -4.01265
H -0.89729 -4.54730 -3.32902
H 0.84748 -4.52652 -3.68064
H -0.34249 -4.51939 -5.03112
C -1.64011 -2.01335 -5.01327
H -1.81201 -2.88682 -5.64417
H -1.45531 -1.15253 -5.67158
H -2.52257 -1.84647 -4.38109
C 5.27250 -1.79782 -3.49291
H 5.78000 -1.44538 -2.58550
H 5.78255 -1.38804 -4.37281
H 5.34891 -2.89340 -3.51553
C 3.69913 0.16111 -4.70726
H 2.79728 0.26614 -5.32529
H 4.52928 -0.13449 -5.36670
H 3.94218 1.12813 -4.24663
Zr -1.09453 -1.11235 -2.06844
C 3.27548 -2.48824 -1.85777
C 4.30211 -3.08690 -1.07713
C 4.89772 -2.54216 0.13187
C 4.54258 -1.01823 0.35606
C 4.69226 -0.18109 -0.82750
C 3.72800 0.19558 -1.77153
C 2.26025 -0.08658 -1.43321
C 2.13208 -1.59829 -1.16064
C -0.82404 0.98657 -1.41569
H 2.82102 -3.32459 -2.41272
H 4.58679 -4.10818 -1.33864
H 5.99800 -2.64408 0.06292
H 4.57660 -3.12290 1.02480
H 3.55618 -0.96105 0.85812
H 5.28530 -0.66951 1.08350
H 5.63727 0.33779 -0.85107
H 3.89682 1.14917 -2.27541
H 1.59058 0.26530 -2.25253
H 1.90400 0.50270 -0.57995
H 2.18898 -1.81244 -0.10098
H 1.11936 -1.98002 -1.47830
H -1.70785 1.46624 -1.88826
H 0.07586 1.55694 -1.67603
H -0.97851 1.06198 -0.33261
C -5.64708 1.22837 5.30958
C -4.79073 0.69519 4.18322
C -3.43987 1.07438 4.07085
C -2.66953 0.62170 2.99835
C -3.23176 -0.23683 2.04623
C -4.56123 -0.65858 2.16465
C -5.33148 -0.18327 3.22717
S -2.75270 -1.95547 -0.01992
O -2.40602 -0.64588 1.01269
O -1.23211 -2.29298 -0.24591
O -3.13724 -1.31189 -1.37285
H -5.63344 0.55678 6.18205
H -5.28974 2.21325 5.64159
H -6.69180 1.32386 4.98265
H -2.99430 1.72014 4.84094
H -1.62456 0.90506 2.89247
H -5.01566 -1.33448 1.44788
H -6.38331 -0.49085 3.33374
```

As for the energy above the lowest of the compared OMol25 structures with the same formula, charge and spin: 76.0 kcal per mole. The value obtained for the frontier orbital gap (alpha / beta) is 3.49 / 3.48 eV. The net charge is +2.



(8)
# C17H48BO8PS

A cluster of 6 separate species, C17H48BO8PS in total (ωB97M-V/def2-TZVPD, the OMol25 dataset).

Structure (XYZ):
```
76
Properties=species:S:1:pos:R:3
C 0.01520 2.48000 1.69119
C -1.14803 1.43831 1.68328
C -1.45478 0.77882 0.30178
C -0.22563 0.47530 -0.58372
C 0.73022 -0.59884 0.01766
P 2.26808 0.16912 0.77988
B 3.81236 -0.08629 -0.31823
C 3.83482 -0.62150 -1.81663
O 5.05610 0.24258 0.26521
S 2.72506 -0.90962 2.60985
C 1.34141 -1.99188 3.07552
O 3.89664 -1.79478 2.33938
O 3.06072 0.06726 3.67811
H 0.79161 2.17886 2.40743
H -0.38037 3.42733 2.09369
H 0.42584 2.71965 0.71141
H -1.02172 0.68412 2.47664
H -2.06015 1.98831 1.96926
H -2.21472 1.35554 -0.23983
H -1.91697 -0.20170 0.52308
H -0.61704 0.03566 -1.51602
H 0.31726 1.37326 -0.91221
H 0.20940 -1.29922 0.68329
H 1.08569 -1.20507 -0.83268
H 4.16319 0.19120 -2.48602
H 4.61290 -1.40041 -1.89081
H 2.87996 -1.04894 -2.14554
H 5.01431 1.12137 0.64109
H 0.45016 -1.35379 3.17634
H 1.60763 -2.45278 4.03168
H 1.20407 -2.74158 2.29291
C 3.39476 -6.21401 1.80693
C 2.05247 -6.40480 2.48740
O 1.22199 -5.25937 2.30195
H 3.90049 -5.33130 2.20140
H 4.03691 -7.08393 1.95594
H 3.26438 -6.05691 0.73294
H 2.18428 -6.54034 3.56026
H 1.53760 -7.28577 2.09017
H 1.09525 -5.14391 1.35738
C -2.96625 0.17739 -5.31829
C -2.55987 0.31729 -3.86369
O -2.18639 1.66330 -3.57778
H -2.14497 0.47313 -5.97341
H -3.24733 -0.85227 -5.54893
H -3.81113 0.82792 -5.54847
H -1.70239 -0.31858 -3.64150
H -3.38300 0.02987 -3.20006
H -2.94781 2.21621 -3.76527
C 1.53153 7.05024 0.15622
C 0.84787 5.75831 0.56329
O 1.79808 4.79553 1.00965
H 2.25622 6.86378 -0.63757
H 0.80511 7.78504 -0.19622
H 2.07988 7.47887 0.99882
H 0.31856 5.32363 -0.28488
H 0.12286 5.94066 1.36419
H 2.25869 5.16956 1.76390
C -6.77258 -0.99943 -8.35559
C -6.36427 -0.83238 -6.90415
O -5.99885 0.51804 -6.62857
H -5.95704 -0.70378 -9.01699
H -7.04216 -2.03496 -8.57083
H -7.62713 -0.36058 -8.59239
H -5.49967 -1.45560 -6.67746
H -7.18225 -1.12301 -6.23667
H -6.76135 1.06953 -6.81662
C 1.84227 0.20890 7.15565
C 0.85736 -0.85825 6.71999
O -0.07659 -0.33601 5.77739
H 1.31424 1.05446 7.59997
H 2.55154 -0.18634 7.88554
H 2.40041 0.58963 6.29713
H 0.28668 -1.22485 7.57309
H 1.38446 -1.70633 6.26875
H 0.42392 -0.01887 5.02044
```

As for the structure (SMILES): CCCCCP(B(C)O)S(C)(=O)=O.CCO.CCO.CCO.CCO.CCO. The value obtained for the frontier orbital gap is 8.75 eV.



In g/mol, the molecular weight values for the records above are, in order, 81.118, 117.044, 457.595, 85.150, 179.144, 135.035, 535.782, 454.416.